Computed, not measured: a molecular structure, C47H34ClF2N3O5P2S2Ti in a non-equilibrium geometry, with wB97M-V/def2-TZVPD.

Geometry (Å):
Ti 0.2268 -1.2501 -1.1768
S 2.1304 2.2290 -0.3245
P 0.2507 1.9449 0.1745
C -0.3132 0.2630 0.0853
P -1.5841 -0.4960 0.9654
S -1.4555 -2.4003 0.3050
C -1.4473 -0.4447 2.7723
C -2.1276 0.5087 3.5260
C -1.9745 0.5430 4.9028
C -1.1305 -0.3620 5.5310
C -0.4386 -1.3047 4.7825
C -0.6021 -1.3510 3.4063
C -3.2912 0.0137 0.6255
C -4.3289 -0.4254 1.4511
C -5.6448 -0.1675 1.1077
C -5.9378 0.5182 -0.0664
C -4.9124 0.9376 -0.8980
C -3.5924 0.6813 -0.5527
C 0.0667 2.5864 1.8793
C -0.4830 3.8248 2.1908
C -0.4267 4.3145 3.4915
C 0.2029 3.5874 4.4876
C 0.7803 2.3614 4.1801
C 0.7062 1.8692 2.8907
C -0.8369 2.9896 -0.8573
C -0.3582 3.4447 -2.0827
C -1.1729 4.1847 -2.9270
C -2.4686 4.5003 -2.5439
C -2.9486 4.0699 -1.3147
C -2.1395 3.3126 -0.4814
H -2.7776 1.2266 3.0413
H -2.5069 1.2851 5.4837
H -1.0126 -0.3341 6.6069
H 0.2156 -2.0155 5.2713
H -0.0892 -2.1052 2.8198
H -4.1101 -0.9786 2.3556
H -6.4449 -0.5096 1.7513
H -6.9683 0.7141 -0.3339
H -5.1314 1.4587 -1.8217
H -2.7920 0.9919 -1.2073
H -0.9304 4.4379 1.4215
H -0.8607 5.2811 3.7147
H 0.2550 3.9767 5.4966
H 1.2808 1.7841 4.9472
H 1.1551 0.9138 2.6660
H 0.6660 3.2239 -2.3577
H -0.7902 4.5212 -3.8824
H -3.1019 5.0853 -3.1988
H -3.9577 4.3130 -1.0058
H -2.5382 2.9622 0.4624
F -4.0998 -0.2241 -4.3506
C -2.7951 -0.0084 -4.1043
C -2.1928 -0.6596 -3.0475
C -0.8545 -0.4037 -2.7823
C -0.1162 0.4392 -3.6204
C -0.7807 1.0678 -4.6700
F -0.1234 1.9186 -5.4888
C -2.1193 0.8747 -4.9250
C 1.3321 0.4907 -3.3695
C 2.2769 1.1640 -4.1331
C 3.6182 1.0540 -3.8085
C 4.0116 0.2650 -2.7427
C 3.0294 -0.3827 -2.0271
N 1.7326 -0.2733 -2.3256
H -2.7764 -1.3405 -2.4409
H -2.6112 1.3812 -5.7425
H 1.9658 1.7629 -4.9717
H 4.3552 1.5827 -4.3994
H 5.0485 0.1514 -2.4632
H 3.2773 -1.0101 -1.1832
O 0.7515 -7.0412 -0.7154
C 1.2439 -6.4926 0.3829
O 1.4577 -7.1282 1.3820
C 1.5637 -5.0344 0.3231
C 2.2966 -4.3369 1.2702
Cl 2.9920 -4.8639 2.7202
N 2.3949 -3.0464 0.8764
N 1.7242 -2.8610 -0.2816
C 1.2339 -4.0461 -0.6181
C 0.4369 -4.0924 -1.8864
O 0.3263 -5.1483 -2.4993
O -0.0234 -2.9567 -2.2484
C 3.3464 -2.0685 1.3199
C 4.6878 -2.4198 1.3990
C 5.6103 -1.4559 1.7683
C 5.1950 -0.1551 2.0275
C 3.8570 0.1864 1.9133
C 2.9211 -0.7788 1.5662
H 0.6380 -6.3887 -1.4573
H 5.0015 -3.4291 1.1695
H 6.6577 -1.7182 1.8375
H 5.9214 0.5988 2.3015
H 3.5321 1.2067 2.0659
H 1.8762 -0.5287 1.4330
O 2.7372 -3.1851 -3.5686
H 1.9239 -3.3565 -4.0584
H 3.2083 -4.0248 -3.5874

Net charge = 0
Kohn-Sham gap = 7.3 eV
Energy above the lowest of the compared OMol25 structures with the same formula, charge and spin = 1.23 kcal per mole
DFT total energy = -5340.57457 Ha
Max |F| = 0.0197 Eh/bohr

Atom charges from the Mulliken analysis, given in e for atoms 1 to 2: Ti -2.955; S -0.428